{
  "formula": "C8H3CuN3O6S",
  "method": "wB97M-V/def2-TZVPD",
  "symbols": ["Cu", "O", "C", "O", "C", "C", "C", "C", "C", "C", "N", "O", "O", "N", "O", "O", "H", "H", "H", "S", "C", "N"],
  "positions_angstrom": [[-0.16, -0.64, 0.47], [1.01, 1.00, 3.94], [0.62, 1.05, 2.78], [0.74, 0.13, 1.90], [-0.06, 2.34, 2.33], [-0.55, 3.20, 3.30], [-1.15, 4.38, 2.92], [-1.27, 4.76, 1.60], [-0.76, 3.89, 0.66], [-0.17, 2.69, 0.99], [-0.84, 4.28, -0.76], [-0.34, 3.54, -1.58], [-1.44, 5.30, -1.03], [-1.68, 5.29, 3.95], [-1.56, 4.96, 5.11], [-2.19, 6.33, 3.58], [-0.43, 2.94, 4.35], [-1.74, 5.69, 1.31], [0.20, 2.03, 0.22], [-2.21, -3.40, -2.58], [-1.51, -2.30, -1.61], [-1.01, -1.48, -0.93]],
  "gap_ev": 6.6,
  "de_lowest_ev": 0.015,
  "charge": -1
}